a:
The following is a quantum chemistry calculation of a structure of composition C5H10NS, from the OMol25 dataset.

As for the HOMO-LUMO gap: 8.82 eV. As for the charge: +1. The value obtained for the HOMO energy is -13.2 eV. The spin multiplicity is 1.

Cartesian coordinates (Å):
C (-0.3745, 0.2479, 1.0927)
C (-0.3633, 0.5176, 2.3680)
C (-0.0240, -1.1578, -0.8558)
C (-1.2820, -0.4493, -1.4315)
C (1.3751, 1.0030, -0.3486)
N (0.6704, -0.2403, 0.1320)
S (-2.3273, -0.0457, -0.0307)
H (-1.1657, 0.7505, 3.0761)
H (0.6377, 0.4119, 2.9546)
H (-0.4977, -2.0137, -0.2225)
H (0.5250, -1.5786, -1.6864)
H (-1.0403, 0.4306, -2.1569)
H (-1.9857, -1.1308, -1.8554)
H (0.4745, 1.5504, -0.8344)
H (1.8161, 1.6704, 0.4191)
H (2.1437, 0.9194, -1.2104)
H (1.4178, -0.8854, 0.5903)



b:
The following is a quantum chemistry calculation of the ion C5H10NS with charge +1, from the OMol25 dataset.

As for the HOMO-LUMO gap: 9.29 eV. As for the charge: +1. The value obtained for the HOMO energy is -12.9 eV. The spin multiplicity is 1.

Cartesian coordinates (Å):
C (-0.4011, -0.6737, -0.1658)
C (0.7604, -1.0287, 0.1601)
C (-0.7029, 1.8037, -0.1554)
C (-1.2899, 0.4481, -2.0594)
C (2.1903, -1.8128, 2.3207)
N (-1.2312, 0.4609, -0.6027)
S (2.0767, -1.9681, 0.4486)
H (-1.0051, 1.9398, 0.9395)
H (0.3452, 1.9596, -0.2264)
H (-1.2144, 2.4964, -0.7095)
H (-0.6949, -0.4834, -2.5588)
H (-2.2740, 0.3808, -2.4370)
H (-0.8997, 1.3580, -2.3727)
H (2.3139, -2.8075, 2.5949)
H (1.1958, -1.4397, 2.6021)
H (2.9664, -1.0303, 2.4657)
H (-2.1357, 0.3969, -0.2441)



Relative energies with respect to the most stable structure, expressed in hartree: a 0.0000; b 0.0124.



a:
The following is a quantum chemistry calculation of a structure of composition C5H10NS, from the OMol25 dataset.

As for the HOMO-LUMO gap: 10.07 eV. As for the charge: +1. The value obtained for the HOMO energy is -13.5 eV. The spin multiplicity is 1.

Cartesian coordinates (Å):
C (1.4993, -0.1357, -1.1751)
C (1.8152, 0.4160, 0.1504)
C (-2.0640, 0.9989, 0.6807)
C (-1.1316, 0.8589, -0.4867)
C (0.4570, -0.1484, -0.1612)
N (0.0809, -1.3141, 0.5020)
S (-2.4801, -0.3448, -0.4534)
H (1.2118, 0.4490, -2.1343)
H (1.9021, -1.1515, -1.3979)
H (2.2520, 0.0201, 1.0040)
H (1.8178, 1.5078, 0.2274)
H (-1.6595, 0.4873, 1.6015)
H (-2.7496, 1.9119, 0.8866)
H (-0.9542, 1.4446, -1.2991)
H (0.8309, -2.0607, 0.2900)
H (-0.9288, -1.6105, 0.2607)
H (0.1006, -1.3289, 1.5042)



b:
The following is a quantum chemistry calculation of the ion C5H10NS with charge +1, from the OMol25 dataset.

As for the HOMO-LUMO gap: 9.62 eV. As for the charge: +1. The value obtained for the HOMO energy is -12.9 eV. The spin multiplicity is 1.

Cartesian coordinates (Å):
C (0.4188, -0.9984, 0.3664)
C (1.4060, -1.7685, 0.0365)
C (-1.5012, 0.3488, 0.0587)
C (-0.8498, 0.7560, 1.3616)
C (0.7644, 0.7550, -1.2025)
N (-0.2674, -0.2138, -0.6624)
S (0.0946, -0.6060, 1.9935)
H (2.0516, -2.2196, 0.8837)
H (1.7882, -1.9989, -0.9186)
H (-2.4623, -0.2426, 0.1085)
H (-1.8208, 1.2683, -0.4269)
H (-0.1607, 1.5651, 1.2573)
H (-1.6182, 1.1203, 2.1141)
H (1.4348, 1.0046, -0.3681)
H (1.2632, 0.3629, -1.9741)
H (0.1390, 1.6685, -1.2223)
H (-0.6800, -0.8017, -1.4054)



Relative energies with respect to the most stable structure, expressed in hartree: a 0.0531; b 0.0000.



a:
The following is a quantum chemistry calculation of a cluster of 2 separate species, C2H2F2O in total, from the OMol25 dataset.

As for the HOMO-LUMO gap: 11.05 eV. The value obtained for the HOMO energy is -10.6 eV. The spin multiplicity is 1.

Cartesian coordinates (Å):
C (1.4245, -0.6085, 0.3642)
C (-1.8052, 0.7050, -1.0359)
O (0.4034, -0.4246, -0.2533)
F (-1.3665, 1.7774, -0.4224)
F (-2.4848, 0.0254, -0.1070)
H (1.6737, -1.5829, 0.6773)
H (2.1549, 0.1083, 0.7772)



b:
The following is a quantum chemistry calculation of a cluster of 2 separate species, C2H2F2O in total, from the OMol25 dataset.

As for the HOMO-LUMO gap: 10.79 eV. The value obtained for the HOMO energy is -10.4 eV. The spin multiplicity is 1.

Cartesian coordinates (Å):
C (1.6232, -0.0472, -0.4585)
C (-1.9562, 0.4102, 0.4594)
O (0.4709, -0.2758, -0.2053)
F (-2.2311, 0.1452, 1.7096)
F (-2.2412, -0.6528, -0.1802)
H (2.0571, -0.0595, -1.5970)
H (2.2773, 0.4799, 0.2720)



Relative energies with respect to the most stable structure, expressed in hartree: a 0.0000; b 0.0041.